Record 1
{
  "formula": "C22H66CuO22",
  "method": "ωB97M-V/def2-TZVPD",
  "elements": ["Cu", "C", "C", "O", "O", "H", "H", "H", "H", "H", "H", "C", "C", "O", "O", "H", "H", "H", "H", "H", "H", "C", "C", "O", "O", "H", "H", "H", "H", "H", "H", "C", "C", "O", "O", "H", "H", "H", "H", "H", "H", "C", "C", "O", "O", "H", "H", "H", "H", "H", "H", "C", "C", "O", "O", "H", "H", "H", "H", "H", "H", "C", "C", "O", "O", "H", "H", "H", "H", "H", "H", "C", "C", "O", "O", "H", "H", "H", "H", "H", "H", "C", "C", "O", "O", "H", "H", "H", "H", "H", "H", "C", "C", "O", "O", "H", "H", "H", "H", "H", "H", "C", "C", "O", "O", "H", "H", "H", "H", "H", "H"],
  "coordinates": [[-0.770, -0.149, 0.397], [-4.750, -0.113, 2.484], [-3.921, 0.921, 1.670], [-2.580, 0.690, 2.033], [-4.627, 0.193, 3.862], [-4.284, -1.097, 2.428], [-5.756, -0.172, 2.068], [-4.256, 1.954, 1.770], [-4.095, 0.645, 0.630], [-2.580, 0.869, 2.977], [-5.185, -0.373, 4.401], [0.976, -2.657, 1.147], [1.821, -2.036, 0.098], [0.995, -1.341, -0.877], [0.105, -1.729, 1.860], [1.669, -3.169, 1.814], [0.366, -3.409, 0.646], [2.293, -2.864, -0.431], [2.631, -1.368, 0.391], [1.505, -1.252, -1.686], [0.124, -1.906, 2.803], [3.871, -2.051, 3.828], [3.380, -1.988, 5.249], [4.474, -2.374, 6.153], [4.013, -3.399, 3.543], [4.828, -1.531, 3.787], [3.091, -1.576, 3.232], [2.409, -2.475, 5.329], [3.213, -0.971, 5.606], [4.050, -2.408, 7.014], [4.365, -3.814, 4.334], [-2.424, -4.956, 0.165], [-2.417, -4.677, 1.666], [-2.254, -5.903, 2.406], [-2.927, -3.842, -0.619], [-3.162, -5.729, -0.053], [-1.393, -5.236, -0.050], [-3.328, -4.212, 2.043], [-1.604, -4.027, 1.989], [-1.312, -6.067, 2.331], [-2.606, -3.977, -1.514], [-1.813, 0.463, -2.702], [-2.864, -0.399, -2.131], [-2.459, -0.913, -0.882], [-1.256, 1.264, -1.727], [-2.235, 1.069, -3.504], [-1.035, -0.078, -3.242], [-3.296, -1.119, -2.826], [-3.651, 0.304, -1.859], [-2.795, -1.785, -0.659], [-0.505, 1.622, -2.206], [0.525, 3.013, 5.395], [-0.635, 2.098, 5.139], [-1.068, 2.370, 3.854], [-0.027, 4.358, 5.617], [1.274, 3.163, 4.617], [1.112, 2.789, 6.285], [-1.485, 2.215, 5.811], [-0.220, 1.091, 5.174], [-1.178, 3.320, 3.766], [0.663, 5.025, 5.651], [1.618, 1.641, 1.301], [2.362, 2.969, 1.090], [2.490, 3.759, 2.300], [0.213, 1.770, 1.501], [2.042, 0.990, 2.065], [1.883, 1.067, 0.413], [2.035, 3.614, 0.275], [3.382, 2.684, 0.833], [1.688, 4.264, 2.455], [0.051, 2.125, 2.378], [1.272, 2.488, -5.640], [0.247, 2.760, -4.503], [0.694, 2.487, -3.178], [2.510, 3.202, -5.404], [0.923, 2.777, -6.631], [1.407, 1.413, -5.757], [-0.659, 2.175, -4.655], [-0.054, 3.807, -4.553], [1.446, 3.029, -2.926], [2.551, 3.795, -6.158], [-1.443, -4.767, -3.826], [0.007, -4.084, -3.604], [0.156, -2.977, -4.496], [-2.534, -3.990, -3.223], [-1.401, -5.747, -3.350], [-1.605, -4.721, -4.903], [0.830, -4.769, -3.807], [0.135, -3.882, -2.540], [0.922, -2.460, -4.237], [-2.858, -3.415, -3.920], [-1.905, 4.380, -0.925], [-0.817, 5.467, -1.324], [-1.228, 6.500, -2.205], [-3.058, 4.946, -0.255], [-1.500, 3.772, -0.116], [-2.183, 3.817, -1.816], [-0.115, 4.884, -1.921], [-0.184, 5.724, -0.475], [-1.729, 7.140, -1.695], [-3.672, 5.349, -0.874], [2.731, -0.332, -3.794], [4.126, -0.134, -3.184], [4.021, 0.172, -1.802], [2.309, -1.564, -3.233], [2.679, -0.276, -4.881], [2.105, 0.476, -3.415], [4.636, 0.740, -3.588], [4.756, -1.004, -3.370], [4.851, -0.069, -1.382], [2.866, -2.284, -3.537]],
  "mulliken_charge": [0.59, -0.33, -0.17, -0.13, -0.53, 0.05, 0.46, 0.33, -0.04, 0.06, 0.29, -0.09, -0.71, 0.75, -0.65, 0.54, -0.08, 0.41, 0.14, -0.36, 0.17, 0.28, -0.64, -0.53, -0.50, 0.24, -0.25, 0.38, 0.36, 0.31, 0.35, -0.31, -0.13, -0.56, -0.42, 0.34, 0.31, 0.30, -0.11, 0.33, 0.28, -0.25, -0.96, 0.20, 0.08, 0.41, 0.16, 0.25, 0.30, 0.07, 0.06, -0.23, -0.49, -0.41, -0.56, 0.14, 0.39, 0.38, 0.24, 0.25, 0.30, 0.68, -0.90, -0.60, 0.46, 0.24, -0.38, 0.25, 0.37, 0.32, -0.23, -0.57, -0.18, -0.67, -0.50, 0.55, 0.10, 0.18, 0.32, 0.24, 0.32, -0.80, 0.18, -0.60, -0.59, 0.33, 0.42, 0.45, -0.15, 0.42, 0.30, 0.66, -0.25, -0.54, -0.58, -0.19, 0.00, -0.04, 0.32, 0.34, 0.32, 0.21, -0.71, -0.42, -0.60, 0.33, -0.25, 0.41, 0.39, 0.26, 0.31],
  "multiplicity": 1,
  "lumo_ev": -1.8678,
  "homo_ev": -10.53,
  "e_tot_ha": -4173.1464,
  "total_charge": 1,
  "molar_mass_g_mol": 746.294
}

Record 2
{
  "formula": "C22H66O11",
  "method": "ωB97M-V/def2-TZVPD",
  "elements": ["C", "C", "O", "H", "H", "H", "H", "H", "H", "C", "C", "O", "H", "H", "H", "H", "H", "H", "C", "C", "O", "H", "H", "H", "H", "H", "H", "C", "C", "O", "H", "H", "H", "H", "H", "H", "C", "C", "O", "H", "H", "H", "H", "H", "H", "C", "C", "O", "H", "H", "H", "H", "H", "H", "C", "C", "O", "H", "H", "H", "H", "H", "H", "C", "C", "O", "H", "H", "H", "H", "H", "H", "C", "C", "O", "H", "H", "H", "H", "H", "H", "C", "C", "O", "H", "H", "H", "H", "H", "H", "C", "C", "O", "H", "H", "H", "H", "H", "H"],
  "coordinates": [[-1.199, -4.144, -1.643], [0.147, -4.681, -1.243], [0.184, -6.105, -1.090], [-1.145, -3.046, -1.640], [-1.987, -4.495, -0.977], [-1.474, -4.421, -2.664], [0.489, -4.168, -0.333], [0.890, -4.398, -1.996], [-0.053, -6.327, -0.187], [-0.657, 0.369, 0.956], [-0.358, -0.954, 0.251], [0.537, -0.810, -0.867], [0.261, 0.872, 1.283], [-1.276, 0.202, 1.853], [-1.227, 1.065, 0.332], [-1.325, -1.330, -0.131], [0.083, -1.689, 0.919], [0.017, -0.392, -1.597], [2.497, 2.173, -1.748], [2.599, 3.593, -1.279], [2.725, 4.449, -2.472], [2.630, 1.457, -0.939], [3.288, 1.973, -2.472], [1.542, 2.043, -2.256], [3.469, 3.752, -0.629], [1.699, 3.895, -0.718], [3.082, 5.305, -2.222], [-4.356, 0.894, 4.929], [-4.135, 0.085, 3.668], [-3.307, -1.082, 3.984], [-4.980, 1.765, 4.721], [-3.394, 1.226, 5.333], [-4.854, 0.298, 5.689], [-3.631, 0.675, 2.890], [-5.097, -0.240, 3.246], [-3.546, -1.799, 3.389], [2.060, 2.849, 3.372], [2.016, 4.334, 3.437], [3.255, 4.899, 3.965], [1.075, 2.455, 3.056], [2.277, 2.408, 4.344], [2.771, 2.448, 2.646], [1.162, 4.633, 4.049], [1.852, 4.778, 2.454], [3.160, 5.046, 4.907], [2.245, -0.102, -4.588], [2.135, -0.616, -6.002], [0.835, -0.397, -6.593], [1.464, -0.537, -3.956], [2.137, 0.984, -4.531], [3.206, -0.408, -4.173], [2.298, -1.700, -6.013], [2.929, -0.226, -6.655], [0.761, 0.546, -6.801], [-2.917, 1.248, -3.956], [-1.504, 1.178, -3.423], [-1.203, -0.114, -2.889], [-3.618, 0.922, -3.176], [-3.054, 0.639, -4.845], [-3.214, 2.277, -4.193], [-1.321, 1.928, -2.660], [-0.796, 1.375, -4.250], [-1.428, -0.771, -3.591], [0.279, -3.531, -4.075], [-0.943, -3.216, -4.963], [-1.172, -1.820, -5.139], [0.227, -4.552, -3.690], [0.310, -2.842, -3.229], [1.201, -3.424, -4.647], [-1.852, -3.632, -4.531], [-0.813, -3.686, -5.948], [-0.459, -1.431, -5.703], [-3.452, 3.153, 3.099], [-1.968, 2.904, 3.256], [-1.312, 3.873, 4.053], [-3.571, 4.156, 2.699], [-3.948, 3.081, 4.068], [-3.928, 2.460, 2.396], [-1.507, 2.989, 2.269], [-1.748, 1.898, 3.625], [-1.666, 3.844, 4.947], [0.755, -1.147, 4.057], [0.013, 0.008, 4.713], [-0.992, -0.442, 5.614], [0.052, -1.853, 3.608], [1.385, -1.643, 4.787], [1.371, -0.788, 3.215], [-0.459, 0.633, 3.942], [0.739, 0.625, 5.238], [-1.782, -0.642, 5.069], [3.143, -3.121, 1.345], [3.415, -1.778, 0.728], [3.202, -1.786, -0.701], [2.086, -3.368, 1.233], [3.400, -3.105, 2.403], [3.719, -3.862, 0.797], [4.470, -1.535, 0.893], [2.790, -1.005, 1.206], [2.296, -1.502, -0.911]],
  "mulliken_charge": [-0.56, 0.13, -0.59, 0.03, 0.40, 0.14, -0.20, 0.35, 0.35, -0.01, -0.57, 1.11, -0.01, -0.17, 0.40, 0.19, 0.14, -0.59, -0.30, -0.40, -0.55, 0.23, 0.32, -0.18, 0.35, 0.20, 0.29, -1.28, 0.38, -0.58, 0.37, 0.28, 0.39, -0.27, 0.42, 0.27, -0.30, -0.39, -0.55, -0.10, 0.25, 0.30, 0.23, 0.20, 0.31, -0.31, -0.69, -0.61, -0.20, 0.33, 0.40, 0.29, 0.39, 0.31, -1.32, -0.14, -0.22, 0.30, 0.29, 0.40, 0.43, 0.12, 0.11, -0.57, -0.73, -0.53, 0.64, -0.26, 0.38, 0.37, 0.39, 0.27, -1.39, 1.27, -0.50, 0.42, 0.18, 0.38, 0.17, -0.80, 0.32, -0.60, 0.55, -0.59, 0.21, 0.41, -0.08, -0.47, 0.26, 0.31, -0.91, 0.14, -0.62, 0.01, 0.36, 0.32, 0.41, -0.20, 0.18],
  "multiplicity": 1,
  "lumo_ev": 0.2759,
  "homo_ev": -9.67,
  "smiles": "CCO.CCO.CCO.CCO.CCO.CCO.CCO.CCO.CCO.CCO.CCO",
  "e_tot_ha": -1705.3284,
  "de_lowest_kj_mol": 231.1,
  "molar_mass_g_mol": 506.759
}

Record 3
{
  "formula": "C22H66O19",
  "method": "ωB97M-V/def2-TZVPD",
  "elements": ["O", "C", "C", "O", "H", "H", "H", "H", "H", "H", "O", "C", "C", "O", "H", "H", "H", "H", "H", "H", "O", "C", "C", "O", "H", "H", "H", "H", "H", "H", "O", "C", "C", "O", "H", "H", "H", "H", "H", "H", "O", "C", "C", "O", "H", "H", "H", "H", "H", "H", "O", "C", "C", "O", "H", "H", "H", "H", "H", "H", "O", "C", "C", "O", "H", "H", "H", "H", "H", "H", "O", "C", "C", "O", "H", "H", "H", "H", "H", "H", "C", "C", "O", "H", "H", "H", "H", "H", "H", "C", "C", "O", "H", "H", "H", "H", "H", "H", "C", "C", "O", "H", "H", "H", "H", "H", "H"],
  "coordinates": [[3.033, -0.106, 2.525], [2.264, -0.835, 3.482], [3.110, -1.146, 4.710], [3.670, 0.014, 5.279], [2.855, 0.830, 2.738], [1.389, -0.236, 3.751], [1.894, -1.777, 3.067], [3.876, -1.895, 4.491], [2.441, -1.609, 5.440], [4.190, 0.454, 4.599], [-5.282, 1.154, -0.184], [-5.143, 2.420, 0.485], [-4.247, 3.354, -0.267], [-2.875, 3.075, 0.005], [-5.642, 0.467, 0.382], [-6.163, 2.821, 0.494], [-4.858, 2.264, 1.528], [-4.480, 4.366, 0.082], [-4.412, 3.339, -1.347], [-2.334, 3.388, -0.724], [-2.800, -2.281, -0.932], [-3.414, -3.337, -1.670], [-2.883, -4.690, -1.261], [-3.419, -5.063, 0.004], [-3.172, -1.440, -1.289], [-4.502, -3.248, -1.578], [-3.212, -3.165, -2.736], [-1.791, -4.593, -1.203], [-3.059, -5.446, -2.031], [-2.704, -5.487, 0.489], [5.147, -3.333, -2.606], [4.964, -2.356, -1.600], [3.730, -2.670, -0.743], [2.514, -2.418, -1.464], [5.402, -4.166, -2.203], [5.806, -2.432, -0.901], [4.853, -1.366, -2.030], [3.663, -2.081, 0.174], [3.766, -3.724, -0.445], [2.369, -3.167, -2.050], [-2.635, 0.963, 3.767], [-1.738, 1.796, 3.031], [-1.581, 3.167, 3.614], [-0.438, 3.301, 4.512], [-2.200, 0.535, 4.511], [-0.784, 1.300, 2.815], [-2.205, 1.839, 2.044], [-2.435, 3.501, 4.209], [-1.456, 3.923, 2.837], [-0.725, 2.895, 5.338], [1.156, 5.254, 3.427], [1.857, 4.564, 2.420], [2.758, 3.429, 2.895], [1.978, 2.295, 3.286], [0.555, 4.694, 3.960], [1.152, 4.155, 1.677], [2.413, 5.296, 1.829], [3.354, 3.865, 3.706], [3.410, 3.105, 2.085], [1.398, 2.628, 3.986], [-1.932, -2.738, -5.500], [-0.597, -2.987, -4.994], [0.007, -1.704, -4.451], [0.273, -0.867, -5.564], [-1.986, -3.193, -6.343], [-0.721, -3.839, -4.315], [0.048, -3.285, -5.824], [0.966, -1.956, -3.988], [-0.499, -1.158, -3.651], [-0.573, -0.651, -5.972], [0.595, -4.258, 1.914], [0.191, -3.138, 1.101], [-0.958, -2.399, 1.752], [-2.139, -3.147, 1.730], [1.535, -4.381, 1.764], [1.065, -2.504, 0.929], [-0.152, -3.537, 0.139], [-1.037, -1.385, 1.353], [-0.654, -2.218, 2.789], [-2.442, -3.190, 0.807], [-4.123, 1.198, -4.029], [-3.044, 0.630, -3.120], [-3.674, -0.002, -2.022], [-4.747, 0.411, -4.463], [-3.659, 1.651, -4.911], [-4.826, 1.863, -3.526], [-2.323, 1.408, -2.858], [-2.546, -0.183, -3.651], [-4.126, 0.607, -1.395], [5.028, 2.810, -0.399], [4.246, 2.904, -1.698], [2.854, 3.028, -1.454], [4.824, 1.831, 0.040], [4.683, 3.601, 0.270], [6.103, 2.948, -0.526], [4.442, 1.990, -2.272], [4.532, 3.777, -2.284], [2.531, 2.143, -1.207], [-0.442, 0.389, -0.625], [0.984, 0.637, -0.130], [1.926, 0.400, -1.175], [-0.423, -0.529, -1.221], [-0.723, 1.149, -1.357], [-1.203, 0.329, 0.149], [1.191, 0.026, 0.752], [1.059, 1.690, 0.157], [2.085, -0.554, -1.130]],
  "mulliken_charge": [-0.45, 0.56, -0.79, -0.55, 0.31, -0.28, 0.07, 0.30, 0.40, 0.33, -0.57, -0.38, -0.38, -0.39, 0.25, 0.37, 0.30, 0.36, 0.22, 0.22, -0.05, -0.13, -0.53, -0.59, 0.11, 0.36, 0.25, 0.10, 0.41, 0.36, -0.53, -0.59, -0.04, -0.42, 0.32, 0.38, 0.23, -0.03, 0.50, 0.20, -0.63, 1.72, -0.55, -0.66, 0.35, -0.58, -0.75, 0.45, 0.29, 0.28, -0.62, -0.42, 0.10, -0.22, 0.37, 0.11, 0.40, 0.27, -0.05, 0.17, -0.52, -0.60, 0.72, -0.59, 0.29, 0.27, 0.43, 0.04, -0.35, 0.36, -0.64, 0.78, 0.31, -0.63, 0.36, -0.10, -0.28, -0.32, 0.28, 0.27, -1.43, 0.45, -0.54, 0.33, 0.41, 0.31, 0.13, 0.03, 0.13, -0.64, -0.24, -0.59, 0.09, 0.02, 0.44, 0.17, 0.34, 0.29, -0.37, 1.14, -0.40, -0.09, 0.26, -0.08, -0.58, 0.14, -0.07],
  "multiplicity": 1,
  "lumo_ev": 0.2627,
  "homo_ev": -9.47,
  "smiles": "OCCO.OCCO.OCCO.OCCO.OCCO.OCCO.OCCO.OCCO.CCO.CCO.CCO",
  "e_tot_ha": -2307.2092,
  "de_lowest_kj_mol": 0.0,
  "molar_mass_g_mol": 634.751
}